# C29H35AuN3P2

A molecular structure, C29H35AuN3P2 (ωB97M-V/def2-TZVPD, the Open Molecules 2025 dataset).

The geometry in XYZ format:
```
70
Properties=species:S:1:pos:R:3:nbo_charge:R:1
Au 0.7763 -1.6004 0.3802 0.5281
N 0.2171 -2.6334 2.2152 -0.8686
C -1.0629 -3.3987 2.1533 -0.2279
C -0.8861 -4.7316 1.4190 -0.4224
C -1.6308 -4.8582 0.0911 -0.4051
C -1.1909 -3.9019 -1.0089 -0.2244
N 0.2771 -3.8534 -1.1154 -0.8734
H 0.9494 -3.2355 2.5799 0.3958
H 0.1147 -1.8664 2.8758 0.4092
H -1.7992 -2.7533 1.6729 0.2124
H -1.4086 -3.5747 3.1727 0.2022
H -1.2201 -5.5413 2.0683 0.2285
H 0.1833 -4.9048 1.2641 0.2041
H -2.6999 -4.7057 0.2637 0.2179
H -1.5281 -5.8870 -0.2650 0.2137
H -1.5531 -2.8897 -0.7974 0.1837
H -1.6612 -4.2088 -1.9469 0.1935
H 0.5548 -3.5131 -2.0280 0.3735
H 0.6686 -4.7860 -1.0320 0.3695
C 0.9085 2.8286 -0.6707 -0.4239
N 0.5084 1.5125 -0.1384 -1.0877
P 0.9326 0.1581 -1.0551 1.2041
C 2.5836 0.4313 -1.7489 -0.4531
C 3.6864 0.1315 -0.9468 -0.1756
C 4.9712 0.3954 -1.3947 -0.2054
C 5.1668 0.9519 -2.6521 -0.1742
C 4.0770 1.2493 -3.4578 -0.2235
C 2.7890 0.9945 -3.0075 -0.1264
C -0.1835 0.1279 -2.4716 -0.4350
C -1.2266 1.0379 -2.6009 -0.2054
C -2.0847 0.9612 -3.6932 -0.1879
C -1.9051 -0.0226 -4.6520 -0.1859
C -0.8625 -0.9356 -4.5280 -0.2202
C -0.0070 -0.8602 -3.4425 -0.1397
P 0.5747 1.2486 1.6152 1.0206
C 0.3638 2.9676 2.2113 -0.4037
C -0.8391 3.6737 2.1235 -0.1458
C -0.9230 4.9791 2.5763 -0.2249
C 0.1959 5.5967 3.1283 -0.1809
C 1.3925 4.9064 3.2278 -0.2100
C 1.4739 3.5947 2.7707 -0.1851
C -1.1082 0.6126 1.9858 -0.3794
C -1.4017 0.3785 3.3326 -0.2461
C -2.6168 -0.1757 3.7081 -0.1926
C -3.5590 -0.5103 2.7391 -0.2140
C -3.2762 -0.2836 1.4012 -0.2317
C -2.0544 0.2702 1.0263 -0.1630
H 0.8525 2.8051 -1.7592 0.2098
H 1.9328 3.0855 -0.3893 0.2031
H 0.2390 3.6060 -0.3124 0.2263
H 3.5377 -0.3101 0.0326 0.2232
H 5.8207 0.1614 -0.7670 0.2266
H 6.1703 1.1512 -3.0047 0.2274
H 4.2302 1.6827 -4.4371 0.2269
H 1.9463 1.2353 -3.6446 0.2131
H -1.3707 1.8033 -1.8486 0.2296
H -2.8928 1.6739 -3.7922 0.2269
H -2.5736 -0.0786 -5.5009 0.2286
H -0.7177 -1.7001 -5.2798 0.2266
H 0.8167 -1.5630 -3.3640 0.2063
H -1.7173 3.1964 1.7032 0.2106
H -1.8584 5.5188 2.5066 0.2235
H 0.1282 6.6158 3.4867 0.2248
H 2.2601 5.3837 3.6640 0.2249
H 2.4095 3.0529 2.8544 0.2202
H -0.6819 0.6522 4.0990 0.2250
H -2.8358 -0.3348 4.7561 0.2252
H -4.5100 -0.9373 3.0295 0.2261
H -4.0079 -0.5300 0.6416 0.2228
H -1.8548 0.4535 -0.0226 0.2083
```

Values from the calculation:
Charge ... +1
HOMO energy ... -10.7 eV
Electronic energy ... -2108.60315 Ha
Max |F| ... 0.0094 hartree/bohr
Frontier orbital gap ... 8.5659 eV